ORCA calculation (ωB97M-V/def2-TZVPD) on a cluster of 7 separate species, C31H84N9O9P2S2 in total at a distorted geometry.

Last column: Mulliken charge in e.
Geometry (Å):
C: 5.125339 0.449879 0.320465  -0.7760
C: 5.509754 -0.834005 1.037555  -0.5244
S: 4.143491 -1.972466 1.416378  -0.1500
C: 2.649429 -0.958656 1.589824  -0.6861
C: 1.517515 -1.173953 0.546309  0.6493
P: 1.897770 -2.396834 -0.814892  0.9594
O: 2.174297 -3.847517 -0.200949  -0.6570
O: 0.566272 -2.621368 -1.675380  -0.1548
S: 3.245650 -1.801825 -2.049657  -0.3620
C: 1.209186 0.191238 -0.118463  -2.2367
C: 0.654494 1.150193 0.940829  0.4020
P: 0.109924 2.704189 0.105665  0.1613
O: -1.013823 2.496937 -0.835931  -0.4267
N: -0.465888 0.564713 1.748948  -0.1426
C: -0.216412 -0.682886 2.122745  0.1132
N: -0.393366 -1.111762 3.326602  -0.1417
N: 0.221346 -1.614320 1.184307  -0.0184
H: 4.868339 1.237085 1.026581  0.2652
H: 5.942227 0.813393 -0.288363  0.4323
H: 4.279100 0.312846 -0.345981  -0.0759
H: 6.166694 -1.399745 0.387025  0.4498
H: 6.087600 -0.613555 1.923995  0.4204
H: 2.946937 0.079710 1.550493  0.0409
H: 2.295303 -1.115751 2.603252  0.3204
H: 1.912283 -3.853905 0.737974  0.4157
H: -0.200533 -2.863107 -1.123013  0.1018
H: 2.115811 0.655152 -0.479624  0.5193
H: 0.480312 0.063607 -0.922932  0.3936
H: 1.438852 1.427288 1.647301  0.4620
H: -0.158179 3.730890 1.035329  0.1215
H: 1.227603 3.137407 -0.641506  0.0881
H: -0.584604 1.128154 2.589358  0.3968
H: -0.429727 -0.529468 4.160945  0.1815
H: -0.504915 -2.107211 3.468612  0.2646
H: -0.459134 -1.552440 0.420103  0.0423
C: -0.465865 2.468467 -3.926434  -0.5822
C: 0.610887 1.418012 -4.175936  0.3163
C: 1.024326 1.263553 -5.645030  -1.0118
O: 0.090311 0.581753 -6.456498  -0.3861
C: -1.021523 1.351743 -6.880173  -0.5158
N: 0.152621 0.158449 -3.586568  -0.1240
H: -1.468718 2.124516 -4.178078  0.1297
H: -0.478874 2.701272 -2.867606  -0.4582
H: -0.270645 3.384477 -4.488667  0.4469
H: 1.506612 1.732556 -3.627229  0.4310
H: 1.931832 0.653933 -5.677309  0.3345
H: 1.282978 2.233768 -6.089437  0.5081
H: -0.741918 2.389478 -7.081198  0.2958
H: -1.826000 1.319436 -6.141956  0.0955
H: -1.400640 0.907504 -7.799645  0.2672
H: 0.907349 -0.525114 -3.632009  0.0156
H: -0.556354 -0.217439 -4.211713  0.2946
C: 1.035978 -2.906311 6.473133  -1.4486
C: 0.449032 -1.594996 6.990234  0.3493
C: 0.077209 -1.610862 8.477638  -0.7490
O: -1.100556 -2.322987 8.785042  -0.3900
C: -0.965211 -3.735336 8.840801  -0.6250
N: -0.710811 -1.226754 6.155454  -0.5966
H: 0.271562 -3.661183 6.291781  0.3418
H: 1.551107 -2.740503 5.523765  0.2370
H: 1.762283 -3.316867 7.173819  0.3721
H: 1.217670 -0.827246 6.861006  0.3281
H: -0.121153 -0.580324 8.784515  0.3574
H: 0.914125 -1.963637 9.092451  0.4395
H: 0.001966 -4.032457 9.254255  0.3012
H: -1.103508 -4.182488 7.854055  0.2210
H: -1.752984 -4.117234 9.487323  0.2636
H: -1.025594 -0.298849 6.433980  0.2941
H: -1.484153 -1.833534 6.421881  0.2516
C: 5.414046 6.470500 1.129002  -1.4292
C: 5.246316 5.484229 2.281079  0.2539
C: 6.528763 4.728719 2.656375  -0.7422
O: 6.901146 3.698674 1.759231  -0.3300
C: 7.543220 4.132362 0.571434  -0.6867
N: 4.154776 4.556325 1.958980  -0.6109
H: 5.426415 5.976905 0.158037  0.2825
H: 4.581477 7.173642 1.115899  0.3511
H: 6.334626 7.046494 1.233429  0.3589
H: 4.949494 6.064286 3.159148  0.4443
H: 6.354437 4.225971 3.611782  0.3296
H: 7.366301 5.419307 2.815566  0.4079
H: 8.192114 4.992542 0.753811  0.3564
H: 6.812771 4.374250 -0.203615  0.2365
H: 8.152970 3.307618 0.203946  0.2508
H: 3.968797 3.978336 2.774843  0.2752
H: 4.512714 3.900716 1.267503  0.2620
C: -4.423780 -2.109989 -1.368813  -1.5431
C: -3.653082 -1.296585 -2.406292  0.5198
C: -4.455906 -0.979158 -3.675273  -0.6670
O: -4.620477 -2.062837 -4.566308  -0.3950
C: -5.622153 -2.997667 -4.207733  -0.5963
N: -2.398874 -1.991461 -2.719833  -0.0682
H: -4.471184 -3.168416 -1.621986  0.2740
H: -3.931358 -2.038611 -0.396443  0.2697
H: -5.443332 -1.739113 -1.252148  0.3987
H: -3.400137 -0.338191 -1.941718  0.2323
H: -3.902055 -0.224429 -4.240342  0.1530
H: -5.429341 -0.533831 -3.430114  0.4926
H: -6.481774 -2.509978 -3.739331  0.2915
H: -5.221513 -3.767015 -3.543277  0.1798
H: -5.955506 -3.492048 -5.119065  0.2739
H: -1.825937 -1.401898 -3.313603  -0.0767
H: -2.636811 -2.783460 -3.313948  0.3156
C: -5.630357 5.270334 -1.872621  -1.5695
C: -4.410789 4.500284 -1.372124  0.5196
C: -4.075830 4.743739 0.101389  -0.4182
O: -3.464451 5.989434 0.382034  -0.3917
C: -4.346967 7.096810 0.437827  -0.6709
N: -3.269991 4.799037 -2.239589  -0.6594
H: -5.403669 6.314385 -2.083334  0.3055
H: -5.991125 4.831470 -2.802590  0.3780
H: -6.447097 5.234953 -1.148334  0.3525
H: -4.639964 3.434582 -1.471658  0.3025
H: -3.341470 3.987434 0.395772  0.0386
H: -4.953635 4.597480 0.746661  0.4897
H: -5.312384 6.822719 0.872061  0.3103
H: -4.493787 7.530626 -0.552898  0.2345
H: -3.885144 7.858366 1.065520  0.2576
H: -2.492707 4.194824 -1.979313  0.2173
H: -2.947483 5.735396 -2.008624  0.3202
C: -2.128772 -7.077855 -0.780634  -1.6617
C: -1.228970 -5.914779 -1.188903  0.5573
C: -0.874746 -5.889995 -2.683872  -0.2397
O: 0.084243 -6.843860 -3.086789  -0.4505
C: -0.404784 -8.162630 -3.257899  -0.6795
N: -0.024373 -5.923359 -0.347229  -0.6252
H: -1.577651 -8.011260 -0.680647  0.3313
H: -2.585662 -6.874883 0.188583  0.3977
H: -2.933249 -7.228889 -1.502839  0.3543
H: -1.782647 -4.991237 -0.978121  0.1622
H: -0.423498 -4.918689 -2.905879  -0.0717
H: -1.776170 -5.966447 -3.307868  0.5579
H: -1.419629 -8.168069 -3.665550  0.3073
H: -0.377609 -8.716573 -2.317127  0.2403
H: 0.255346 -8.672109 -3.958509  0.2699
H: 0.513687 -5.086050 -0.538515  0.2737
H: 0.571881 -6.678078 -0.678155  0.3413

Forces on atoms 1 to 6 (eV/Å):
C -0.3644 0.1798 0.1989
C -0.0382 0.3514 -0.4986
S 0.0959 -0.3488 0.3511
C 0.1481 -0.3123 -0.0435
C -0.0702 0.4808 -0.0788
P 1.5151 -0.0114 -2.1139

Output
LUMO energy	-0.122	Eh
total charge	+1
E_tot	-3880.31559	a.u.
molar mass	853.15	g mol⁻¹
2S+1	1
HOMO-LUMO gap	7.28	eV